Entry 1:
{
  "formula": "C4H7NO",
  "method": "wB97M-V/def2-TZVPD",
  "elements": ["C", "C", "C", "N", "C", "O", "H", "H", "H", "H", "H", "H", "H"],
  "coordinates": [[0.423, 1.728, 0.386], [0.289, 0.225, 0.476], [-1.034, -0.428, 0.391], [-0.154, -0.404, -0.734], [0.231, -1.680, -1.187], [1.382, -2.029, -1.179], [0.446, 2.006, 1.431], [1.275, 2.079, -0.116], [-0.352, 2.278, -0.161], [1.069, -0.327, 1.008], [-1.053, -1.351, 0.947], [-1.973, 0.198, 0.319], [-0.549, -2.297, -1.583]],
  "forces_ev_per_a": [[-0.99, -0.45, 0.89], [0.84, 0.44, -0.99], [-1.72, 1.23, 0.63], [-0.80, -1.44, -1.38], [1.92, 1.56, 0.69], [0.06, -0.40, -0.14], [0.04, 0.87, 0.18], [1.72, -0.02, -0.37], [-0.52, -0.66, 0.41], [-0.18, 0.34, 0.03], [-0.55, -0.26, 0.05], [1.13, -0.90, 0.27], [-0.95, -0.31, -0.27]],
  "total_charge": 0,
  "lumo_energy_ev": 1.0112,
  "e_tot_ha": -286.55585,
  "mol_weight_g_mol": 85.106,
  "smiles": "C[C@H]1CN1C=O",
  "fmax_ha_per_bohr": 0.0499
}

=====

Entry 2:
{
  "formula": "C55H148N22O23",
  "method": "wB97M-V/def2-TZVPD",
  "elements": ["C", "O", "N", "N", "H", "H", "H", "H", "C", "O", "N", "N", "H", "H", "H", "H", "C", "O", "N", "N", "H", "H", "H", "H", "C", "O", "N", "N", "H", "H", "H", "H", "C", "O", "N", "N", "H", "H", "H", "H", "C", "O", "N", "N", "H", "H", "H", "H", "C", "O", "N", "N", "H", "H", "H", "H", "C", "O", "C", "C", "N", "C", "C", "O", "C", "H", "H", "H", "H", "H", "H", "H", "H", "H", "H", "H", "H", "H", "H", "H", "C", "O", "C", "C", "N", "C", "C", "O", "C", "H", "H", "H", "H", "H", "H", "H", "H", "H", "H", "H", "H", "H", "H", "H", "C", "O", "C", "C", "N", "C", "C", "O", "C", "H", "H", "H", "H", "H", "H", "H", "H", "H", "H", "H", "H", "H", "H", "H", "C", "O", "C", "C", "N", "C", "C", "O", "C", "H", "H", "H", "H", "H", "H", "H", "H", "H", "H", "H", "H", "H", "H", "H", "C", "O", "C", "C", "N", "C", "C", "O", "C", "H", "H", "H", "H", "H", "H", "H", "H", "H", "H", "H", "H", "H", "H", "H", "C", "O", "C", "C", "N", "C", "C", "O", "C", "H", "H", "H", "H", "H", "H", "H", "H", "H", "H", "H", "H", "H", "H", "H", "C", "O", "C", "C", "N", "C", "C", "O", "C", "H", "H", "H", "H", "H", "H", "H", "H", "H", "H", "H", "H", "H", "H", "H", "C", "O", "C", "C", "N", "C", "C", "O", "C", "H", "H", "H", "H", "H", "H", "H", "H", "H", "H", "H", "H", "H", "H", "H"],
  "coordinates": [[-1.151, 6.896, 2.078], [-0.087, 6.822, 1.421], [-1.948, 7.898, 2.047], [-1.605, 5.923, 2.764], [-1.630, 8.664, 1.470], [-2.879, 7.902, 2.439], [-2.464, 6.017, 3.287], [-1.073, 5.070, 2.861], [-5.269, 7.411, 0.170], [-6.401, 7.378, 0.700], [-4.637, 8.476, -0.308], [-4.501, 6.383, 0.235], [-5.196, 9.258, -0.616], [-3.744, 8.377, -0.770], [-5.072, 5.569, 0.409], [-3.635, 6.401, -0.285], [-0.385, 0.354, 4.073], [0.806, 0.229, 3.780], [-0.964, 1.549, 4.041], [-1.179, -0.597, 4.504], [-1.684, 1.574, 4.749], [-0.386, 2.368, 3.925], [-2.119, -0.282, 4.697], [-0.869, -1.554, 4.411], [-4.320, -2.154, 0.244], [-5.239, -2.976, 0.337], [-3.052, -2.365, 0.278], [-4.584, -0.914, 0.437], [-2.298, -1.706, 0.411], [-2.935, -3.364, 0.366], [-3.893, -0.238, 0.143], [-5.573, -0.708, 0.444], [-6.620, 2.807, 1.290], [-6.183, 3.992, 1.235], [-7.824, 2.454, 1.018], [-5.822, 1.803, 1.326], [-7.868, 1.477, 0.767], [-8.577, 3.110, 0.864], [-4.902, 2.216, 1.380], [-6.007, 0.812, 1.400], [1.286, 3.615, 2.393], [0.532, 3.903, 3.305], [1.451, 4.380, 1.345], [2.009, 2.521, 2.350], [2.249, 4.277, 0.734], [0.922, 5.228, 1.489], [2.572, 2.240, 1.561], [1.662, 1.961, 3.116], [-1.061, 7.838, -1.780], [-2.066, 7.491, -1.257], [-0.897, 8.607, -2.846], [0.077, 7.444, -1.319], [-1.673, 9.116, -3.246], [0.030, 8.941, -3.069], [0.035, 6.829, -0.519], [0.909, 7.897, -1.667], [6.240, -2.860, -3.462], [5.007, -2.179, -3.650], [4.139, -2.674, -2.623], [2.775, -2.075, -2.839], [1.991, -2.596, -3.981], [0.859, -1.788, -4.297], [0.294, -2.270, -5.618], [1.315, -2.412, -6.582], [0.709, -2.607, -7.825], [6.940, -2.707, -4.283], [6.115, -3.943, -3.473], [6.835, -2.454, -2.643], [4.480, -2.379, -1.631], [4.085, -3.762, -2.662], [2.856, -0.996, -2.704], [2.259, -2.508, -1.982], [2.706, -2.633, -4.694], [1.376, -0.846, -4.480], [0.142, -1.877, -3.481], [-0.470, -1.535, -5.869], [-0.183, -3.226, -5.402], [0.636, -3.665, -8.077], [1.331, -2.248, -8.645], [-0.235, -2.099, -8.025], [7.423, -8.580, -0.275], [6.894, -8.429, -1.532], [5.497, -8.567, -1.747], [4.783, -7.171, -2.154], [4.413, -6.229, -1.125], [3.614, -6.799, -0.046], [3.104, -5.610, 0.821], [3.857, -5.343, 1.978], [3.474, -4.294, 2.813], [7.246, -9.500, 0.282], [7.043, -7.753, 0.323], [8.450, -8.226, -0.372], [4.957, -9.257, -1.099], [5.515, -9.122, -2.685], [3.917, -7.346, -2.792], [5.453, -6.669, -2.853], [5.201, -5.686, -0.801], [4.212, -7.455, 0.587], [2.810, -7.465, -0.358], [2.136, -5.926, 1.209], [2.979, -4.638, 0.344], [3.387, -3.321, 2.330], [4.148, -4.079, 3.642], [2.522, -4.491, 3.306], [0.629, 4.607, -2.736], [0.328, 3.203, -2.593], [-0.289, 2.638, -3.662], [0.590, 2.603, -4.941], [1.750, 1.762, -4.633], [2.702, 1.945, -5.708], [4.097, 1.602, -5.153], [4.457, 2.444, -4.057], [4.552, 3.851, -4.320], [1.324, 4.846, -1.930], [-0.228, 5.277, -2.798], [1.127, 4.806, -3.685], [-1.172, 3.209, -3.949], [-0.756, 1.681, -3.429], [0.941, 3.595, -5.225], [0.011, 2.276, -5.805], [2.058, 2.074, -3.723], [2.786, 2.972, -6.062], [2.491, 1.175, -6.451], [4.870, 1.640, -5.921], [4.161, 0.552, -4.867], [3.627, 4.388, -4.529], [5.309, 4.051, -5.078], [4.945, 4.256, -3.387], [-3.935, -9.077, 5.357], [-2.882, -8.217, 5.440], [-1.879, -8.706, 6.280], [-0.610, -7.890, 6.138], [-0.378, -7.526, 4.680], [0.374, -8.636, 4.029], [0.783, -8.175, 2.600], [-0.392, -8.239, 1.818], [-0.342, -7.337, 0.781], [-3.633, -10.100, 5.135], [-4.582, -8.736, 4.549], [-4.625, -9.174, 6.196], [-1.697, -9.779, 6.221], [-2.158, -8.594, 7.327], [0.263, -8.421, 6.518], [-0.607, -6.923, 6.639], [-1.211, -7.548, 4.110], [-0.346, -9.451, 4.098], [1.309, -8.894, 4.528], [1.633, -8.655, 2.116], [1.361, -7.259, 2.721], [0.467, -7.680, 0.135], [-0.257, -6.256, 0.891], [-1.313, -7.497, 0.312], [11.001, -0.726, -1.115], [10.067, 0.204, -0.705], [8.716, -0.340, -0.374], [7.958, 0.859, 0.058], [6.601, 0.501, 0.593], [5.658, 0.031, -0.456], [4.162, 0.185, -0.072], [3.701, 1.535, 0.195], [3.518, 2.156, -0.990], [10.602, -1.480, -1.793], [11.233, -1.332, -0.239], [11.894, -0.270, -1.543], [8.842, -1.136, 0.361], [8.258, -0.905, -1.186], [7.958, 1.590, -0.749], [8.547, 1.317, 0.853], [6.213, 1.294, 1.083], [5.912, -0.973, -0.797], [5.746, 0.647, -1.351], [4.075, -0.413, 0.836], [3.550, -0.301, -0.831], [3.063, 3.120, -0.762], [2.761, 1.680, -1.613], [4.431, 2.301, -1.567], [-2.336, 5.031, 8.853], [-3.200, 4.743, 7.704], [-2.490, 4.589, 6.445], [-3.422, 4.071, 5.447], [-3.683, 2.675, 5.763], [-4.568, 2.134, 4.691], [-4.834, 0.611, 4.994], [-3.749, -0.264, 4.885], [-4.116, -1.673, 5.000], [-2.921, 5.354, 9.715], [-1.733, 5.891, 8.561], [-1.771, 4.168, 9.204], [-1.633, 3.916, 6.400], [-2.048, 5.495, 6.031], [-3.031, 4.297, 4.455], [-4.299, 4.717, 5.478], [-4.250, 2.732, 6.597], [-4.189, 2.324, 3.687], [-5.581, 2.512, 4.832], [-5.538, 0.327, 4.212], [-5.416, 0.549, 5.913], [-3.300, -2.367, 5.203], [-4.765, -2.077, 4.224], [-4.739, -1.886, 5.868], [-5.742, 4.967, -5.331], [-6.040, 3.888, -4.473], [-5.109, 3.725, -3.339], [-5.606, 2.621, -2.354], [-6.194, 1.498, -3.095], [-5.141, 0.864, -3.982], [-4.219, -0.020, -3.085], [-3.464, -0.871, -3.883], [-2.779, -1.914, -3.162], [-5.560, 5.876, -4.758], [-6.604, 5.081, -5.989], [-4.813, 4.806, -5.878], [-5.071, 4.669, -2.796], [-4.090, 3.496, -3.652], [-6.306, 3.018, -1.619], [-4.829, 2.187, -1.724], [-6.878, 1.857, -3.745], [-4.545, 1.603, -4.519], [-5.509, 0.222, -4.782], [-4.680, -0.640, -2.316], [-3.523, 0.657, -2.590], [-3.429, -2.596, -2.613], [-2.031, -1.562, -2.452], [-2.251, -2.584, -3.840], [0.723, -2.421, 0.648], [-0.142, -1.604, 0.027], [0.178, -0.205, 0.101], [-0.856, 0.556, -0.819], [-2.238, 0.480, -0.230], [-2.356, 1.138, 1.132], [-2.109, 2.635, 1.097], [-2.898, 3.198, 0.054], [-2.452, 4.359, -0.660], [1.733, -2.228, 0.284], [0.369, -3.451, 0.613], [0.828, -2.092, 1.682], [1.159, -0.080, -0.356], [0.105, 0.260, 1.085], [-0.934, 0.216, -1.851], [-0.532, 1.580, -1.005], [-2.768, 1.135, -0.787], [-1.788, 0.528, 1.833], [-3.356, 0.976, 1.535], [-1.056, 2.746, 0.839], [-2.343, 3.112, 2.049], [-3.150, 4.556, -1.474], [-1.551, 4.130, -1.228], [-2.165, 5.207, -0.037]],
  "forces_ev_per_a": [[2.60, -0.69, -2.16], [0.08, 0.28, 0.22], [-1.60, 4.67, -0.80], [-1.45, -4.22, 2.88], [-0.52, 0.02, 0.15], [0.26, 0.05, -0.28], [0.24, -0.13, -0.17], [0.34, -0.08, 0.21], [-3.42, 1.40, 2.24], [0.71, 0.88, -1.26], [0.15, 3.24, -1.28], [1.88, -3.53, -0.03], [0.00, -0.16, 0.31], [-0.08, -0.23, -0.02], [0.66, -0.83, 0.21], [-0.30, -0.46, 0.12], [2.87, 0.44, -0.19], [0.44, -0.70, -0.62], [-1.71, 1.42, 0.43], [-0.22, -1.70, 0.23], [-0.38, 0.97, -0.09], [0.21, 0.24, 0.11], [-0.28, -0.93, 0.02], [-0.28, 0.27, 0.22], [-2.98, -1.68, 1.93], [0.50, -1.06, -0.86], [3.49, -3.73, -0.56], [-2.44, 5.30, 0.18], [-0.23, -0.04, -0.27], [1.05, 0.11, -0.09], [-0.26, 0.04, -0.11], [0.33, 0.05, -0.46], [0.89, 5.47, -1.68], [-0.67, -1.56, 0.94], [-4.45, -1.10, -0.32], [4.45, -2.21, 1.00], [-1.13, 0.41, -0.12], [0.29, -0.26, -0.04], [0.54, -1.03, -0.07], [0.06, 0.57, 0.22], [1.38, -0.65, -0.91], [-1.69, 0.36, 1.52], [-0.50, 2.26, -1.77], [-0.03, -1.33, 1.69], [-0.38, 0.28, 0.25], [0.32, 0.98, -0.92], [-0.13, -0.43, 0.30], [0.96, -1.57, -0.22], [1.30, 0.62, -0.57], [-4.39, -0.81, 0.93], [-0.77, 2.14, -2.65], [3.59, -1.19, 1.00], [0.15, -0.17, 0.17], [-0.44, -0.02, -0.10], [0.53, 0.36, 0.49], [0.10, -0.63, 0.61], [0.87, 0.43, -1.27], [0.79, -0.91, 0.76], [-0.64, 0.54, -1.31], [-1.10, -1.62, 1.12], [2.85, -1.35, 1.62], [1.74, 0.11, -1.38], [-0.31, 0.03, 1.65], [-0.90, 0.87, 0.09], [0.70, -0.50, -1.88], [-0.44, 0.42, -0.59], [-0.15, -0.10, 0.67], [-0.41, -0.34, 0.76], [0.25, 0.04, 0.13], [0.03, -0.18, -0.02], [-0.31, 0.40, -0.48], [-0.41, 0.62, 0.60], [-0.63, 0.06, -0.94], [-1.43, 1.21, 0.31], [-0.11, 0.56, -0.13], [-0.11, -0.03, -0.63], [-0.19, -0.33, -0.38], [-0.51, -0.29, 0.35], [0.58, 0.34, 0.27], [-0.26, -0.03, 0.70], [0.12, 2.22, 1.20], [-0.66, -0.46, -1.03], [-0.20, 0.90, -2.16], [0.87, -0.97, 0.41], [-0.49, -0.65, -0.59], [1.14, 1.85, 0.96], [-1.43, -0.37, 1.07], [2.27, -0.80, 0.53], [-0.89, 0.59, 0.28], [0.23, -0.36, -0.44], [-0.48, -0.03, 0.76], [0.41, -1.03, 0.11], [0.11, 0.47, 0.80], [-0.47, -0.02, -0.32], [-0.31, -0.58, 0.26], [0.40, -0.06, 0.17], [-0.02, -0.18, 0.34], [0.22, -0.03, 0.46], [-0.22, 0.56, -0.63], [-0.59, 0.17, -0.26], [-0.06, -0.28, -0.96], [-0.12, 0.07, -0.64], [0.59, -0.75, -0.27], [-0.42, -0.14, -0.11], [0.45, -0.78, -0.51], [1.06, 1.29, 1.65], [-1.55, 0.36, -3.04], [-0.25, -0.83, 1.46], [-1.23, 0.65, -1.05], [2.00, -1.34, 1.59], [0.09, 0.23, -0.53], [-0.42, 0.11, -0.10], [0.78, -0.74, 0.66], [-0.37, 0.15, 0.05], [-0.43, -0.34, 0.62], [0.40, -0.19, -0.04], [-0.41, 0.58, 0.00], [0.78, -0.33, 0.23], [-0.17, 0.45, 0.09], [-0.03, -0.51, 0.09], [0.67, 0.09, -0.03], [-0.51, 0.08, -0.55], [-0.12, 0.53, -0.58], [0.05, 0.54, -0.40], [-0.30, 0.10, 0.77], [-0.28, -0.35, -0.23], [-0.12, 0.03, -0.34], [-0.04, 0.11, 0.02], [-2.01, -1.05, -1.05], [1.00, 0.43, 0.34], [0.62, 0.49, 1.85], [-0.07, 1.07, -2.45], [1.99, -0.87, 0.58], [0.36, 0.90, -0.63], [0.03, -1.20, 1.52], [0.78, 1.18, 1.80], [-0.97, -0.66, -2.17], [0.27, -0.18, -0.20], [0.11, -0.02, -0.21], [0.34, 0.44, 0.79], [-0.04, -0.22, -0.86], [-0.49, 0.06, 0.36], [-0.08, -0.16, -0.11], [-0.57, -0.18, 0.35], [-0.68, 0.45, 0.68], [0.63, -0.86, -0.82], [-0.15, 0.11, 0.48], [-0.24, -1.60, -0.14], [-1.32, 1.31, 0.10], [0.07, 0.31, -0.65], [0.25, 0.07, 1.14], [0.16, 0.18, -0.67], [-0.11, -1.51, 0.62], [-2.36, 0.50, -0.26], [2.42, -0.43, -0.56], [-1.26, 0.03, 1.13], [0.45, -0.35, -0.89], [-0.13, 1.88, -0.13], [1.09, -1.01, 1.30], [1.20, -2.74, 1.18], [-0.86, 2.02, -1.67], [-0.18, 0.19, -0.65], [0.78, -0.14, 0.22], [-0.21, 0.18, 0.16], [0.00, 0.34, 0.74], [0.14, 0.44, -0.78], [-0.31, 0.01, -0.33], [-0.22, 0.00, 0.21], [-0.10, 0.08, -0.08], [-0.32, -0.17, 0.40], [0.45, 0.17, -0.45], [-0.53, 0.33, 0.34], [-0.12, 0.27, -0.15], [0.23, 0.36, -0.16], [0.01, -0.46, -0.25], [-0.02, 0.02, -0.08], [-0.70, 0.33, -1.08], [1.37, -0.29, 0.18], [0.93, 0.77, 0.66], [-0.66, 0.59, 0.08], [-0.64, 0.22, -2.22], [0.21, -2.18, 2.23], [-0.98, 1.11, -1.77], [-0.18, -1.49, 0.58], [-0.93, 0.08, 0.87], [-0.53, -0.06, -0.35], [0.52, -0.21, 0.21], [0.27, -0.05, -0.49], [0.11, -0.42, 1.09], [-0.22, 0.86, 0.62], [0.32, -0.93, -0.19], [-0.66, -0.11, 0.07], [0.07, -0.35, 0.39], [0.11, -0.02, 0.18], [-0.15, 0.53, -0.59], [-0.40, -0.17, -0.19], [0.46, -0.24, 0.54], [0.63, 0.70, -0.62], [0.44, 0.51, -0.83], [-0.14, 0.77, 0.56], [0.30, -0.09, 0.63], [0.91, -0.79, 1.48], [-0.79, 0.37, 0.16], [-0.47, -0.11, -1.03], [0.84, -0.83, -1.09], [-0.04, -0.78, 1.59], [0.23, 0.77, -0.20], [1.18, -1.62, -0.70], [-0.06, 0.00, -0.26], [-0.32, 0.30, 0.12], [0.24, 0.08, -0.06], [0.01, -0.27, -0.39], [0.03, 0.25, 0.01], [0.05, 0.01, -0.53], [-0.35, 0.12, -0.32], [0.49, 0.47, -0.20], [-0.28, 0.23, 0.14], [0.24, 0.14, 0.16], [-0.75, -0.03, 0.33], [-0.85, 0.40, 0.03], [0.12, 0.20, 0.42], [-0.59, 0.35, 0.14], [-0.09, 0.44, 0.11], [-0.08, 0.42, -0.54], [1.66, -0.10, 1.93], [-2.41, 2.21, -1.24], [-1.39, 0.14, -2.43], [-0.08, -0.41, 1.08], [0.79, 1.39, 0.89], [-0.39, -0.92, -0.55], [0.98, 0.10, -0.68], [-0.75, 0.01, -0.27], [1.20, -1.16, -0.18], [0.43, -0.75, -0.55], [0.32, 0.02, -0.24], [-0.14, -0.39, 0.69], [0.35, 0.23, 0.28], [0.41, -0.52, 0.34], [0.17, -0.89, 0.20], [0.22, 0.34, 0.69], [-0.33, 0.01, -0.53], [0.50, 0.72, 0.05], [-0.25, -0.16, -0.40], [0.30, 0.55, 0.27], [0.15, -0.01, 0.12], [-0.51, 0.31, 0.65], [0.47, -0.37, 0.16], [-0.55, -0.02, 0.16]],
  "total_charge": 0,
  "lumo_energy_ev": -0.0016,
  "e_tot_ha": -5119.14822,
  "mol_weight_g_mol": 1485.920,
  "fmax_ha_per_bohr": 0.1136
}

=====

Repeat the first record exactly.
{
  "formula": "C4H7NO",
  "method": "wB97M-V/def2-TZVPD",
  "elements": ["C", "C", "C", "N", "C", "O", "H", "H", "H", "H", "H", "H", "H"],
  "coordinates": [[0.423, 1.728, 0.386], [0.289, 0.225, 0.476], [-1.034, -0.428, 0.391], [-0.154, -0.404, -0.734], [0.231, -1.680, -1.187], [1.382, -2.029, -1.179], [0.446, 2.006, 1.431], [1.275, 2.079, -0.116], [-0.352, 2.278, -0.161], [1.069, -0.327, 1.008], [-1.053, -1.351, 0.947], [-1.973, 0.198, 0.319], [-0.549, -2.297, -1.583]],
  "forces_ev_per_a": [[-0.99, -0.45, 0.89], [0.84, 0.44, -0.99], [-1.72, 1.23, 0.63], [-0.80, -1.44, -1.38], [1.92, 1.56, 0.69], [0.06, -0.40, -0.14], [0.04, 0.87, 0.18], [1.72, -0.02, -0.37], [-0.52, -0.66, 0.41], [-0.18, 0.34, 0.03], [-0.55, -0.26, 0.05], [1.13, -0.90, 0.27], [-0.95, -0.31, -0.27]],
  "total_charge": 0,
  "lumo_energy_ev": 1.0112,
  "e_tot_ha": -286.55585,
  "mol_weight_g_mol": 85.106,
  "smiles": "C[C@H]1CN1C=O",
  "fmax_ha_per_bohr": 0.0499
}

=====

Q: Number 1 is which compound?
A: C4H7NO